{
  "formula": "C32H39AuCl2N2P",
  "method": "wB97M-V/def2-TZVPD",
  "symbols": ["Au", "C", "C", "C", "C", "C", "C", "C", "N", "C", "C", "C", "C", "C", "C", "C", "N", "C", "C", "C", "C", "H", "H", "H", "H", "H", "H", "H", "H", "H", "H", "H", "H", "H", "H", "H", "H", "H", "H", "H", "H", "H", "H", "H", "H", "Cl", "C", "Cl", "H", "H", "C", "P", "C", "C", "C", "C", "C", "C", "C", "C", "C", "C", "C", "C", "H", "H", "H", "H", "H", "H", "H", "H", "H", "H", "H", "H", "H"],
  "positions_angstrom": [[-0.2447, -0.0240, 0.0167], [0.1331, 0.1936, 7.1946], [-0.6119, -0.8643, 6.3811], [-2.1048, -0.8459, 6.7598], [-0.0221, -2.2521, 6.6893], [-0.5080, -0.6017, 4.8908], [0.1239, 0.5230, 4.3522], [0.1734, 0.6979, 2.9864], [-0.3781, -0.1889, 2.1518], [-0.9967, -1.2897, 2.6246], [-1.0664, -1.5082, 3.9799], [-1.5288, -2.2030, 1.5959], [-2.3047, -3.3047, 1.8571], [-2.7495, -4.1436, 0.8253], [-2.3645, -3.7999, -0.4729], [-1.5970, -2.6761, -0.6928], [-1.1861, -1.9046, 0.3220], [-3.5914, -5.3627, 1.1501], [-4.8072, -4.9289, 1.9861], [-4.0738, -6.0710, -0.1162], [-2.7184, -6.3285, 1.9764], [0.0412, -0.0485, 8.2524], [-0.2872, 1.1923, 7.0569], [1.1995, 0.2175, 6.9595], [-2.2039, -1.0276, 7.8299], [-2.6714, -1.6207, 6.2392], [-2.5571, 0.1232, 6.5390], [-0.0787, -2.4326, 7.7627], [1.0276, -2.3116, 6.3938], [-0.5674, -3.0590, 6.1964], [0.5904, 1.2616, 4.9866], [0.6732, 1.5515, 2.5430], [-1.5499, -2.4030, 4.3445], [-2.5732, -3.5283, 2.8794], [-2.6572, -4.3973, -1.3235], [-1.2848, -2.3952, -1.6894], [-5.4137, -4.1937, 1.4530], [-4.5245, -4.5120, 2.9542], [-5.4338, -5.7986, 2.1818], [-4.6989, -5.4236, -0.7359], [-4.6802, -6.9288, 0.1716], [-3.2472, -6.4542, -0.7183], [-2.3843, -5.8797, 2.9142], [-1.8404, -6.6490, 1.4120], [-3.3018, -7.2154, 2.2233], [0.7780, -0.6986, -2.4861], [2.4952, -0.6717, -1.9595], [2.6322, 0.0664, -0.3499], [3.0515, -0.0731, -2.6691], [2.8568, -1.6907, -1.9133], [-2.2376, 2.7431, 0.4385], [-0.9592, 2.1859, -0.7115], [0.4501, 3.2320, -0.6656], [1.4378, 3.1090, -1.6829], [2.5231, 3.9460, -1.6813], [2.6710, 4.8833, -0.6472], [1.7242, 4.9828, 0.3884], [0.6317, 4.1539, 0.3973], [-1.6439, 2.0268, -2.3408], [-1.3611, 2.9350, -3.3697], [-1.9890, 2.7853, -4.5941], [-2.8841, 1.7418, -4.7972], [-3.1711, 0.8398, -3.7738], [-2.5520, 0.9749, -2.5472], [-2.5107, 3.7677, 0.1819], [-1.9043, 2.6859, 1.4738], [-3.1106, 2.1039, 0.3102], [1.3162, 2.3718, -2.4679], [3.2640, 3.8855, -2.4672], [3.5366, 5.5347, -0.6406], [1.8525, 5.7223, 1.1677], [-0.1058, 4.2486, 1.1836], [-0.6938, 3.7707, -3.2086], [-1.7940, 3.4941, -5.3877], [-3.3730, 1.6367, -5.7570], [-3.8827, 0.0422, -3.9394], [-2.7831, 0.2790, -1.7454]],
  "forces_ev_per_angstrom": [[-0.091, -0.238, 0.226], [-0.020, -0.024, 0.042], [-0.014, -0.021, 0.004], [-0.004, 0.065, -0.020], [0.081, 0.017, -0.036], [0.002, -0.011, -0.009], [-0.021, -0.044, 0.046], [-0.062, -0.139, 0.007], [0.175, 0.231, -0.012], [0.045, 0.085, -0.064], [-0.039, -0.021, 0.085], [0.081, 0.029, -0.115], [-0.022, -0.120, 0.044], [-0.012, 0.002, 0.004], [-0.019, -0.022, 0.051], [0.017, -0.027, 0.230], [-0.089, 0.039, -0.296], [0.030, -0.036, 0.007], [-0.042, 0.054, -0.054], [-0.024, -0.030, 0.031], [0.045, 0.014, -0.063], [0.010, 0.017, 0.002], [0.001, -0.017, -0.004], [-0.017, -0.008, 0.001], [0.005, -0.001, -0.016], [0.017, 0.012, 0.014], [-0.005, -0.026, 0.018], [-0.006, 0.012, -0.019], [-0.025, -0.008, 0.021], [0.003, 0.028, 0.012], [-0.004, -0.004, 0.016], [-0.018, -0.024, -0.021], [0.002, 0.021, 0.017], [-0.007, -0.011, -0.015], [-0.013, -0.007, 0.012], [-0.014, 0.032, 0.012], [-0.002, -0.021, 0.019], [0.005, -0.006, -0.020], [0.021, 0.001, -0.003], [0.018, -0.011, 0.018], [-0.003, 0.007, -0.019], [-0.005, 0.017, 0.021], [-0.012, -0.010, -0.020], [-0.016, -0.004, 0.026], [-0.004, 0.019, -0.005], [0.164, 0.067, -0.031], [-0.031, 0.018, 0.100], [0.143, -0.082, -0.083], [-0.004, 0.029, -0.050], [-0.032, -0.058, 0.014], [0.096, -0.028, 0.026], [-0.348, 0.349, -0.144], [0.171, -0.063, 0.095], [-0.136, 0.008, 0.084], [0.058, 0.136, 0.120], [-0.033, -0.060, -0.012], [0.133, 0.019, -0.090], [-0.007, -0.079, -0.141], [-0.021, -0.099, -0.041], [-0.034, -0.034, 0.062], [-0.007, 0.003, -0.007], [-0.013, -0.015, -0.004], [0.002, 0.003, -0.016], [0.040, 0.049, -0.059], [-0.039, 0.017, 0.007], [0.010, 0.004, -0.004], [-0.011, -0.013, -0.016], [-0.041, 0.007, 0.010], [0.003, 0.016, 0.025], [-0.030, 0.002, 0.001], [0.022, -0.002, -0.018], [-0.019, -0.020, -0.019], [0.019, 0.007, 0.008], [0.003, -0.009, 0.007], [0.001, -0.004, 0.015], [0.001, 0.006, -0.001], [-0.006, 0.014, -0.015]],
  "mulliken_charge": [1.132, -2.102, 1.705, -1.495, -1.521, 0.313, -0.515, -0.693, -0.647, 0.308, -0.221, -0.239, 0.143, 0.418, -0.656, -0.427, -0.817, 1.750, -1.562, -2.078, -1.506, 0.423, 0.428, 0.440, 0.447, 0.343, 0.391, 0.463, 0.377, 0.343, 0.607, 0.520, 0.540, 0.497, 0.566, 0.393, 0.375, 0.353, 0.471, 0.446, 0.425, 0.426, 0.349, 0.393, 0.445, -0.043, -0.445, -0.082, 0.409, 0.413, -1.240, 0.636, 0.553, -0.426, -0.951, -0.467, -0.788, -0.539, 0.917, -0.305, -0.767, -0.533, -0.782, -0.423, 0.510, 0.428, 0.405, 0.684, 0.481, 0.459, 0.474, 0.426, 0.498, 0.452, 0.443, 0.456, 0.396],
  "multiplicity": 3,
  "homo_lumo_gap_ev": [8.60, 4.89],
  "mol_weight_g_mol": 750.5,
  "s2": 2.02,
  "total_charge": 3
}

---

{
  "formula": "C32H39BaN5",
  "method": "wB97M-V/def2-TZVPD",
  "symbols": ["Ba", "N", "N", "C", "C", "C", "C", "H", "H", "H", "C", "C", "H", "H", "H", "C", "C", "H", "H", "H", "C", "H", "H", "H", "C", "H", "H", "H", "C", "H", "C", "H", "C", "H", "C", "H", "C", "C", "H", "C", "C", "H", "C", "H", "N", "C", "C", "C", "H", "C", "C", "H", "H", "H", "C", "H", "C", "C", "H", "H", "H", "C", "H", "H", "H", "C", "C", "N", "C", "C", "N", "H", "H", "H", "H", "H", "H"],
  "positions_angstrom": [[-0.2542, -0.6278, 1.0376], [1.0172, -2.6805, 2.8277], [0.9782, -2.5511, -1.0874], [1.2748, 2.0289, 0.4430], [2.2977, 1.0827, 0.7258], [2.2351, 0.7721, 2.1126], [3.0840, -0.2099, 2.8284], [4.0439, -0.3476, 2.3114], [2.5934, -1.1983, 2.9118], [3.2939, 0.1351, 3.8510], [1.1720, 1.5211, 2.6848], [0.7545, 1.5019, 4.1097], [1.2088, 2.3322, 4.6773], [1.0536, 0.5660, 4.6042], [-0.3367, 1.5974, 4.2117], [0.5844, 2.3038, 1.6574], [-0.5427, 3.2512, 1.8471], [-1.4699, 2.7366, 2.1573], [-0.7588, 3.8008, 0.9226], [-0.3102, 3.9923, 2.6287], [3.2933, 0.5546, -0.2380], [4.2243, 1.1479, -0.2248], [2.9077, 0.5810, -1.2679], [3.5600, -0.4881, -0.0085], [1.0336, 2.6603, -0.8793], [-0.0031, 3.0135, -0.9763], [1.2154, 1.9498, -1.6990], [1.6989, 3.5261, -1.0470], [0.2584, -3.0274, 3.8672], [0.6173, -2.6879, 4.8522], [-0.9134, -3.7892, 3.7126], [-1.4809, -4.0157, 4.6114], [-1.3219, -4.2381, 2.4438], [-2.2499, -4.8162, 2.3369], [-0.5094, -3.9708, 1.3516], [-0.7298, -4.3283, 0.3402], [0.7732, -3.2876, 1.5793], [1.7249, -3.0335, 0.6164], [2.7370, -2.5666, 0.6959], [0.3880, -1.4465, -1.4185], [1.2784, -3.2600, -2.2500], [1.7883, -4.1921, -2.1130], [0.8906, -2.5860, -3.3282], [0.9332, -2.8192, -4.3876], [0.3792, -1.3866, -2.8145], [0.1935, -0.1929, -3.5385], [1.1995, 0.2160, -4.4395], [0.9955, 1.3970, -5.1540], [1.7530, 1.6992, -5.8814], [-0.1364, 2.1862, -4.9465], [-0.3522, 3.4065, -5.7801], [-0.8797, 4.1770, -5.2113], [-0.9529, 3.1777, -6.6701], [0.6056, 3.8086, -6.1241], [-1.0704, 1.8090, -3.9751], [-1.9474, 2.4329, -3.7890], [-0.9121, 0.6322, -3.2418], [-1.9111, 0.2815, -2.1793], [-1.9875, -0.7966, -1.9708], [-2.9054, 0.6310, -2.4989], [-1.7036, 0.8171, -1.2285], [2.4945, -0.5165, -4.5687], [2.3853, -1.5470, -4.9293], [3.0822, -0.5257, -3.6356], [3.0957, 0.0211, -5.3120], [-3.9830, 0.8582, 1.1665], [-3.6463, 0.1296, 2.4117], [-2.4477, -0.2797, 2.8331], [-2.6504, -0.8772, 4.0795], [-3.9815, -0.8535, 4.3822], [-4.6010, -0.2070, 3.3156], [-5.0048, 1.2567, 1.2453], [-3.2821, 1.6968, 1.0213], [-3.9294, 0.1834, 0.2960], [-1.8322, -1.2788, 4.6630], [-4.5171, -1.2331, 5.2340], [-5.5831, -0.0101, 3.2089]],
  "forces_ev_per_angstrom": [[0.182, 1.187, 1.216], [0.145, -1.065, -0.863], [1.955, -2.551, 1.487], [-0.048, -0.459, 0.787], [-0.741, 0.107, 0.685], [-0.692, 0.479, -0.576], [0.405, -0.538, 0.393], [-0.102, 0.012, 0.162], [0.378, 0.423, 0.024], [0.095, -0.083, -0.150], [0.218, -0.263, -0.936], [-0.198, 0.051, 0.537], [-0.117, -0.167, 0.000], [-0.080, 0.199, -0.066], [0.215, -0.021, 0.055], [0.541, -0.692, -0.343], [-0.478, 0.282, 0.158], [0.189, 0.271, -0.018], [-0.045, -0.066, 0.194], [-0.148, -0.091, -0.157], [0.433, -0.182, -0.391], [-0.088, -0.173, -0.072], [0.099, -0.057, 0.189], [0.009, 0.241, -0.142], [-0.064, 0.266, -0.488], [0.244, -0.035, -0.066], [-0.069, 0.184, 0.075], [-0.191, -0.128, -0.049], [-0.825, -0.977, -0.691], [-0.429, 0.000, -0.425], [0.635, 0.208, 0.942], [-0.118, -0.009, -0.258], [0.485, 0.390, -0.242], [0.391, 0.408, -0.044], [1.122, 0.232, 0.345], [-0.028, 0.149, 0.445], [-1.936, 0.403, 1.094], [0.154, 0.985, -3.330], [-1.560, -0.050, -0.254], [-0.137, 2.569, -1.014], [0.872, -1.648, 1.377], [-0.026, -0.351, -0.372], [-0.213, 0.887, -0.187], [-0.075, 0.048, 0.481], [-0.033, -1.062, 0.975], [-0.186, 0.869, 0.003], [-0.859, 0.193, 0.395], [-0.207, -0.207, 0.205], [-0.197, 0.038, 0.195], [-0.062, -0.370, 0.223], [-0.081, 0.326, -0.182], [0.074, -0.017, -0.117], [0.061, 0.037, 0.127], [-0.132, 0.052, 0.026], [0.398, -0.134, -0.228], [0.265, -0.135, -0.016], [0.385, -0.322, -0.383], [-0.696, 0.107, 0.154], [0.069, 0.439, -0.111], [0.249, -0.121, 0.186], [0.054, -0.212, -0.434], [0.721, -0.027, -0.548], [0.173, 0.386, 0.182], [-0.400, -0.115, -0.182], [0.034, -0.136, 0.114], [0.195, 0.130, -0.261], [0.232, -0.675, 1.095], [-0.526, 0.237, 0.093], [-0.620, 0.277, -0.647], [0.155, 0.380, -0.475], [0.990, -0.279, 0.399], [0.329, -0.085, -0.201], [-0.267, -0.191, -0.041], [-0.132, 0.186, 0.161], [-0.199, 0.074, -0.169], [-0.042, 0.058, -0.084], [-0.106, -0.073, 0.036]],
  "mulliken_charge": [-3.487, 0.146, 0.775, 0.669, 1.068, -0.121, -1.396, 0.427, -0.048, 0.458, 0.853, -1.565, 0.375, 0.296, 0.227, -0.257, -1.287, 0.069, 0.415, 0.353, -1.200, 0.370, -0.046, 0.246, -1.100, 0.185, -0.154, 0.313, -0.344, 0.278, -0.471, 0.483, -0.332, 0.304, -0.121, 0.561, -0.227, -0.868, 0.258, -0.402, -1.339, 0.482, -0.525, 0.839, 0.462, -0.481, 1.594, -1.336, 0.183, 1.655, -1.653, 0.388, 0.329, 0.358, -1.548, 0.253, 0.331, -0.273, 0.511, 0.715, -0.076, -1.594, 0.363, 0.197, 0.401, -1.591, 2.194, 0.199, 0.877, -2.138, -0.769, 0.929, 0.175, 0.116, 0.340, 0.568, 1.155],
  "homo_lumo_gap_ev": 1.44,
  "mol_weight_g_mol": 631.0,
  "total_charge": -2
}